A cluster of 2 separate species, C4H13N in total at a distorted geometry, computed with ωB97M-V/def2-TZVPD.

Its net charge is -1. The spin multiplicity is 2. The value obtained for the HOMO-LUMO gap (spin up / spin down) is 2.16 / 10.00 eV. The highest occupied orbital energy (spin up / spin down) comes out at 1.46 / -5.99 eV.

```
18
Properties=species:S:1:pos:R:3:forces:R:3
C -4.40403 1.32176 0.22525 0.7066 0.5464 0.0237
C -4.39342 0.34881 -1.07327 -0.4666 0.3100 0.6469
H -4.34409 0.73072 1.23246 -0.4319 0.9437 -1.9384
H -3.52547 2.09282 0.29566 -1.3651 -1.5835 -0.4168
H -5.35537 1.97865 0.15763 1.3625 -1.1858 0.3440
H -3.69506 -0.53640 -1.04619 -0.5990 1.0472 0.3002
H -4.22503 0.86276 -2.05255 0.0819 -0.0289 0.9828
H -5.44516 -0.02732 -1.14448 0.7885 -0.0628 0.0629
C 3.26347 -1.63050 -0.25770 -1.2994 0.5943 -0.8077
C 3.09378 -0.32471 0.50374 2.7195 0.0215 -0.3743
N 4.39207 -0.04359 1.21493 0.8070 1.4735 1.0943
H 3.80356 -1.37910 -1.18253 0.0545 -0.5618 0.1475
H 2.20022 -1.89150 -0.53997 1.1099 -0.3407 0.0203
H 3.76366 -2.43068 0.31706 -0.3607 0.4683 -0.2228
H 2.25569 -0.44456 1.14897 -0.2615 0.2220 1.1763
H 2.88460 0.51769 -0.14908 -0.3743 -0.1369 -0.4269
H 4.41965 0.91644 1.65447 -0.4724 -1.3789 -0.6006
H 5.31093 -0.06129 0.69562 -1.9997 -0.3476 -0.0113
```
Forces are in eV/Å.

---

A cluster of 2 separate species, C4H13N2 in total at a distorted geometry, computed with ωB97M-V/def2-TZVPD.

Its net charge is +1. The value obtained for the HOMO-LUMO gap is 3.33 eV. The highest occupied orbital energy comes out at -12.93 eV.

```
19
Properties=species:S:1:pos:R:3:forces:R:3
C -2.07590 1.04033 0.84847 -1.9365 0.7456 -0.3451
C -1.82305 -0.47891 0.86484 1.3061 1.6353 -0.9513
C -1.49431 -0.91860 -0.56542 0.4350 -0.6982 -0.4764
C -0.54595 -0.02372 -1.38696 1.3200 -2.4188 3.8771
N 0.60348 0.19544 -0.50946 -2.2573 0.8776 -2.8624
N 4.61887 -0.01942 0.45419 -0.3046 0.5161 -0.1859
H -1.20984 1.70247 0.77071 0.4024 -0.4608 0.0207
H -2.61912 1.45480 1.71076 0.1973 -0.5421 -0.0492
H -2.71100 1.30388 -0.02266 0.1245 -0.0380 0.2179
H -2.64447 -1.14179 1.13105 0.1741 0.4577 0.8620
H -0.90494 -0.46572 1.46506 -0.4749 -1.3530 0.3504
H -2.39110 -1.19912 -1.10837 -0.1736 0.4396 -0.2750
H -0.34553 -0.43338 -2.38402 0.4644 0.6888 -0.3919
H -0.85242 1.04791 -1.47605 0.0222 0.6401 -0.0283
H 5.49044 -0.40321 0.12184 -0.0992 -0.1695 -0.0151
H 4.68461 0.19713 1.43651 0.0261 -0.0723 0.0670
H 1.30777 0.63455 -1.12030 0.6958 0.0082 0.0797
H -0.92368 -1.86140 -0.51421 -0.2251 0.0781 -0.0282
H 3.83615 -0.63125 0.28401 0.3034 -0.3344 0.1340
```
Forces are in eV/Å.

---

A cluster of 2 separate species, C4H13N2 in total, computed with ωB97M-V/def2-TZVPD.

Its net charge is +1. The value obtained for the HOMO-LUMO gap is 11.56 eV. The highest occupied orbital energy comes out at -15.34 eV.

```
19
Properties=species:S:1:pos:R:3:forces:R:3
C 0.83566 1.28537 1.10598 -0.5380 -0.4435 0.4050
C -0.07496 0.08346 1.40276 0.0676 0.3241 -0.5330
C -0.89720 0.25733 2.67012 0.2931 -0.3817 -0.2426
H 0.24968 2.20063 1.00310 0.0065 0.0012 -0.1592
H 1.40929 1.09376 0.19559 0.4375 0.3212 0.1659
H 1.49214 1.43775 1.96163 0.3151 0.0406 -0.2606
H 0.54631 -0.82022 1.45175 -0.0753 -0.0128 0.2804
H -0.74654 -0.07049 0.54643 -0.1823 -0.0025 0.1732
H -1.64337 -0.53242 2.72962 -0.0534 0.0368 0.2110
H -0.22988 0.18701 3.52807 -0.1689 0.0948 0.1502
H -1.39862 1.22185 2.67291 -0.0469 0.0578 0.0576
N -0.17698 0.55229 -2.01278 -0.4572 -0.1524 0.6114
C -0.14359 -0.74793 -2.17821 0.1979 -0.1948 -0.1135
N 0.44791 -1.57953 -1.35649 -0.2489 0.5074 -0.5831
H 0.09024 0.95384 -1.11566 0.1462 0.0118 -0.2673
H -0.82714 1.10012 -2.55014 0.0441 0.0719 -0.3127
H -0.60665 -1.16808 -3.06204 0.0284 0.0705 -0.0878
H 0.54871 -2.54667 -1.63201 0.0376 0.0649 0.3444
H 0.83537 -1.21291 -0.49895 0.1969 -0.4153 0.1609
```
Forces are in eV/Å.

---

The ion C4H13N2 with charge +1 at a distorted geometry, computed with ωB97M-V/def2-TZVPD.

Its SMILES is CC[C@@H]([NH3+])CN. Its net charge is +1. The value obtained for the HOMO-LUMO gap is 11.52 eV. The highest occupied orbital energy comes out at -14.65 eV.

```
19
Properties=species:S:1:pos:R:3:forces:R:3
C 1.95649 -0.60720 1.15461 -0.2080 -0.3967 0.3073
C 1.12363 -0.44900 -0.11497 -0.2948 0.1251 0.5369
C -0.38131 -0.42364 0.19977 1.0655 -0.9710 -1.2070
N -0.68174 0.79901 0.97891 -1.4985 -0.7636 0.1333
C -1.25425 -0.30832 -1.05982 -0.7013 1.5507 0.7906
N -1.17980 1.06698 -1.57511 0.1481 -0.4937 1.1672
H 3.02494 -0.57862 0.98150 0.1220 0.3136 -0.1531
H 1.77372 -1.59142 1.58872 -0.1090 -0.0983 -0.0632
H 1.70671 0.08556 1.95836 0.1975 0.3224 -0.0500
H 1.36122 0.44669 -0.69020 0.3066 0.0082 -0.0171
H 1.33376 -1.33102 -0.70681 -0.1357 -0.0113 -0.4857
H -0.61490 -1.38305 0.66208 -0.2854 0.4372 0.7307
H 0.02782 1.07425 1.64360 0.2836 0.2447 -0.0040
H -0.89327 1.45518 0.17358 0.4616 0.4546 0.0993
H -1.56851 0.65217 1.46803 0.1754 0.2553 0.2356
H -0.95273 -1.02910 -1.75438 0.4835 -1.1701 -1.0958
H -2.29777 -0.49897 -0.81330 -0.0494 -0.1594 0.0962
H -0.42180 1.17684 -2.21910 -0.0424 0.3670 -0.5342
H -2.06222 1.44366 -1.87544 0.0808 -0.0148 -0.4871
```
Forces are in eV/Å.

---

Energy relative to the best compared isomer or geometry (same formula, charge and spin) list, top to bottom, in kcal per mole: 18.1; 154.5; 13.6; 14.2